No. 1
The following is a DFT calculation (the ωB97M-V functional and the def2-TZVPD basis) of C25H23FN4O3 in the gas phase.

```
56
C25H23FN4O3 | the Open Molecules 2025 dataset | the ωB97M-V functional and the def2-TZVPD basis
C 0.22 4.17 6.55
C -0.06 3.46 5.27
C -0.23 4.18 4.09
C -0.49 3.55 2.89
C -0.58 2.16 2.86
N -0.84 1.50 1.63
C -1.65 0.41 1.48
O -2.27 -0.17 2.34
C -1.61 0.04 0.00
C -1.23 -1.43 -0.15
C -1.55 -1.96 -1.55
O -2.22 -1.35 -2.34
N -0.99 -3.18 -1.77
C -1.08 -4.00 -2.90
C -1.74 -3.61 -4.06
C -1.79 -4.46 -5.15
C -1.17 -5.70 -5.11
C -0.51 -6.07 -3.96
F 0.10 -7.27 -3.89
C -0.45 -5.24 -2.85
N -0.67 0.99 -0.53
C -0.35 1.15 -1.93
C 0.92 0.38 -2.33
C 2.07 0.82 -1.47
C 2.75 2.00 -1.74
C 3.76 2.41 -0.88
N 4.13 1.72 0.19
C 3.49 0.59 0.44
C 2.47 0.10 -0.35
C -0.26 1.88 0.40
O 0.46 2.83 0.23
C -0.41 1.42 4.02
C -0.16 2.08 5.21
H -0.53 4.94 6.74
H 1.19 4.66 6.51
H 0.23 3.48 7.39
H -0.16 5.26 4.11
H -0.62 4.12 1.99
H -2.61 0.18 -0.45
H -0.17 -1.56 0.08
H -1.81 -2.00 0.58
H -0.47 -3.60 -1.00
H -2.23 -2.65 -4.10
H -2.31 -4.15 -6.04
H -1.20 -6.38 -5.96
H 0.07 -5.57 -1.97
H -1.20 0.79 -2.52
H -0.19 2.21 -2.10
H 1.13 0.59 -3.38
H 0.76 -0.70 -2.22
H 2.48 2.61 -2.59
H 4.30 3.33 -1.05
H 3.81 0.06 1.33
H 1.99 -0.84 -0.10
H -0.48 0.35 3.99
H -0.03 1.49 6.12
```

Calculated values
DFT total energy (eV): -41121.1388
Kohn-Sham gap (eV): 9.1
Relative energy (zero: lowest compared OMol25 entry of this formula, charge and spin) (kJ/mol): 12.9
SMILES: Cc1ccc(N2C(=O)[C@H](CC(=O)Nc3cccc(F)c3)N(CCc3ccncc3)C2=O)cc1
HOMO (eV): -8.76
Molar mass (g/mol): 446.48
Total charge: 0
Maximum force (eV/Å): 0.67

***

No. 2
The following is a DFT calculation (the ωB97M-V functional and the def2-TZVPD basis) of 2 unconnected molecules or ions with the total composition C25H23N2O at a distorted geometry.

```
51
C25H23N2O | the Open Molecules 2025 dataset | the ωB97M-V functional and the def2-TZVPD basis
C -5.11 1.42 -2.23
N -4.32 1.40 -1.01
C -4.07 0.29 -0.27
C -3.30 0.65 0.87
C -2.94 -0.23 1.89
C -2.09 0.12 3.01
C -0.88 0.84 2.83
C -0.14 1.26 3.93
C -0.58 1.00 5.24
C 0.19 1.52 6.41
C -1.75 0.25 5.42
C -2.47 -0.22 4.33
C -3.11 2.11 0.78
C -2.62 3.11 1.62
C -2.62 4.44 1.17
C -3.20 4.81 -0.05
C -3.80 3.83 -0.86
C -3.73 2.52 -0.42
H -5.16 2.45 -2.61
H -4.67 0.78 -3.00
H -6.14 1.07 -2.04
H -4.46 -0.69 -0.54
H -3.44 -1.21 1.91
H -0.55 1.09 1.82
H 0.79 1.81 3.78
H -0.24 1.17 7.35
H 1.24 1.19 6.37
H 0.20 2.62 6.43
H -2.09 0.03 6.44
H -3.39 -0.80 4.48
H -2.24 2.85 2.61
H -2.16 5.21 1.80
H -3.20 5.85 -0.37
H -4.30 4.08 -1.79
O 1.88 -6.08 3.26
C 1.21 -5.82 2.10
C 0.23 -4.80 1.99
C -0.40 -4.60 0.77
C -0.04 -5.46 -0.32
N -0.80 -5.10 -1.41
C -1.63 -4.05 -1.09
C -1.41 -3.71 0.24
C 0.93 -6.46 -0.22
C 1.57 -6.64 1.00
H 1.57 -5.47 3.94
H -0.03 -4.18 2.86
H -0.73 -5.56 -2.32
H -2.32 -3.63 -1.81
H -1.90 -2.92 0.81
H 1.16 -7.07 -1.09
H 2.33 -7.41 1.13
```

Calculated values
DFT total energy (eV): -31319.5380
Kohn-Sham gap (eV): 4.6
Relative energy (zero: lowest compared OMol25 entry of this formula, charge and spin) (kJ/mol): 19.2
HOMO (eV): -9.56
Molar mass (g/mol): 367.47
Total charge: +1
Maximum force (eV/Å): 2.36

***

No. 3
The following is a DFT calculation (the ωB97M-V functional and the def2-TZVPD basis) of a molecular structure, C25H23N3NaO5Sb.

```
58
C25H23N3NaO5Sb | the Open Molecules 2025 dataset | the ωB97M-V functional and the def2-TZVPD basis
Na -0.75 0.89 0.49
O 4.07 1.19 3.63
C 3.85 -0.13 3.66
C 4.78 -0.95 4.31
C 4.58 -2.32 4.37
C 3.46 -2.90 3.78
C 2.55 -2.09 3.13
C 2.72 -0.71 3.05
C 1.67 0.10 2.33
O 0.73 -0.49 1.76
N 1.89 1.41 2.41
N 0.91 2.16 1.77
C 1.04 3.43 1.91
C 0.15 4.45 1.40
C 0.56 5.78 1.58
C -0.19 6.86 1.16
C -1.41 6.61 0.52
C -1.86 5.32 0.33
C -1.11 4.16 0.75
O -1.56 3.00 0.56
H 3.26 1.57 3.11
H 5.64 -0.49 4.76
H 5.31 -2.94 4.88
H 3.31 -3.97 3.83
H 1.66 -2.49 2.66
H 1.91 3.80 2.49
H 1.51 5.95 2.08
H 0.16 7.88 1.31
H -2.02 7.44 0.18
H -2.80 5.12 -0.16
C -0.84 -5.31 0.28
Sb -0.70 -3.15 0.02
C 1.45 -3.22 -0.08
C -0.91 -3.32 -2.12
H -0.16 -5.82 -0.40
H -1.86 -5.64 0.08
H -0.59 -5.58 1.31
H 1.76 -3.84 -0.93
H 1.86 -3.63 0.84
H 1.82 -2.21 -0.21
H -0.46 -4.25 -2.46
H -0.40 -2.48 -2.59
H -1.97 -3.29 -2.40
O -4.01 -1.07 -1.01
C -3.14 -0.63 -1.75
N -1.92 -0.13 -1.41
C -1.24 0.20 -2.55
O -0.09 0.61 -2.62
C -2.11 -0.08 -3.76
C -1.90 0.08 -5.11
C -2.93 -0.30 -5.97
C -4.12 -0.81 -5.47
C -4.32 -0.97 -4.10
C -3.29 -0.59 -3.26
H -0.96 0.48 -5.48
H -2.80 -0.19 -7.04
H -4.91 -1.10 -6.17
H -5.24 -1.37 -3.70
```

Calculated values
DFT total energy (eV): -51963.9776
Kohn-Sham gap (eV): 5.7
Relative energy (zero: lowest compared OMol25 entry of this formula, charge and spin) (kJ/mol): 18.8
HOMO (eV): -1.42
Molar mass (g/mol): 590.23
Total charge: -2
Maximum force (eV/Å): 0.21

***

No. 4
The following is a DFT calculation (the ωB97M-V functional and the def2-TZVPD basis) of C25H23N3O5S in the gas phase.

```
57
C25H23N3O5S | the Open Molecules 2025 dataset | the ωB97M-V functional and the def2-TZVPD basis
C 3.52 -6.52 -2.50
C 3.17 -5.17 -3.12
C 2.37 -4.34 -2.14
C 3.01 -3.49 -1.25
C 2.29 -2.76 -0.31
C 0.91 -2.89 -0.25
N 0.12 -2.21 0.68
C 0.49 -1.35 1.66
O 1.62 -1.00 1.91
C -0.69 -0.88 2.52
S -2.22 -0.60 1.60
C -1.76 0.84 0.71
N -0.62 1.35 0.98
C -0.24 2.49 0.33
C 1.00 3.07 0.62
C 1.37 4.23 -0.02
C 2.67 4.90 0.27
O 3.06 5.89 -0.29
O 3.36 4.28 1.24
C 4.61 4.86 1.57
C 0.53 4.83 -0.96
C -0.69 4.27 -1.26
C -1.09 3.10 -0.62
C -2.38 2.50 -0.92
O -3.19 2.92 -1.72
N -2.66 1.33 -0.19
C -3.95 0.69 -0.39
C -4.82 0.81 0.81
C -5.09 1.87 1.63
C -5.97 1.39 2.62
C -6.17 0.08 2.34
O -5.48 -0.28 1.24
C 0.26 -3.75 -1.14
C 0.99 -4.46 -2.07
H 4.10 -7.12 -3.21
H 2.62 -7.07 -2.24
H 4.12 -6.39 -1.60
H 2.58 -5.33 -4.03
H 4.08 -4.64 -3.39
H 4.08 -3.38 -1.29
H 2.80 -2.10 0.37
H -0.88 -2.40 0.60
H -0.41 0.04 3.02
H -0.92 -1.65 3.26
H 1.64 2.59 1.34
H 4.47 5.88 1.94
H 5.04 4.23 2.35
H 5.26 4.89 0.70
H 0.86 5.74 -1.44
H -1.36 4.71 -1.99
H -4.40 1.20 -1.25
H -3.81 -0.37 -0.63
H -4.70 2.87 1.53
H -6.39 1.95 3.44
H -6.76 -0.68 2.81
H -0.81 -3.85 -1.10
H 0.48 -5.12 -2.76
```

Calculated values
DFT total energy (eV): -51842.8111
Kohn-Sham gap (eV): 8.2
Relative energy (zero: lowest compared OMol25 entry of this formula, charge and spin) (kJ/mol): 114.1
SMILES: CCc1ccc(NC(=O)CSc2nc3cc(C(=O)OC)ccc3c(=O)n2Cc2ccco2)cc1
HOMO (eV): -8.37
Molar mass (g/mol): 477.54
Total charge: 0
Maximum force (eV/Å): 0.91

***

Which of these has the highest molar mass? C25H23N3NaO5Sb

***

The highest HOMO belongs to which entry? C25H23N3NaO5Sb

***

Look up the relative energy (zero: lowest compared OMol25 entry of this formula, charge and spin) of the fourth one. 114.1 kJ/mol

***

HOMO of number 3 (C25H23N3NaO5Sb)? -1.42 eV